The following is a DFT calculation (the ωB97M-V functional and the def2-TZVPD basis) of a structure of composition C28H72O12Sr at a distorted geometry.

The value obtained for the LUMO energy is -0.0337 Eh. The strongest force on any atom is 0.029 Eh/bohr.

Each line ends with the Mulliken charge.
Geometry (Å):
Sr: 11.49280 6.27680 12.53152  1.381
C: 12.94908 7.56294 10.32262  -0.822
O: 13.32771 8.57651 9.68470  1.266
O: 11.86216 6.88618 10.03763  0.903
O: 13.56495 7.15994 11.40466  -1.307
C: 15.33030 10.67035 12.33283  -0.997
C: 15.72416 9.55328 13.28715  1.520
C: 16.10799 10.06186 14.66267  -1.682
O: 14.64753 8.62088 13.45895  -0.607
H: 15.39573 10.36458 11.28520  -0.007
H: 15.98590 11.54072 12.45156  0.505
H: 14.30809 11.02003 12.49981  0.189
H: 16.56274 9.01818 12.82277  -0.369
H: 15.44726 10.87142 14.97520  0.351
H: 17.12193 10.47133 14.63652  0.394
H: 16.10410 9.24588 15.38316  0.425
H: 14.32455 8.32239 12.59251  0.336
C: 11.16298 12.85648 10.86039  -1.679
C: 11.82636 11.72347 10.12218  1.442
C: 13.16344 12.11420 9.52693  -1.101
O: 11.97318 10.63405 11.04648  -0.588
H: 10.26590 12.52528 11.37752  0.360
H: 10.93377 13.64926 10.14305  0.409
H: 11.85860 13.31215 11.57179  0.363
H: 11.16111 11.38341 9.31506  -0.227
H: 13.10468 13.05729 8.98078  0.459
H: 13.54251 11.33609 8.86154  0.142
H: 13.90301 12.23265 10.32375  0.157
H: 12.38378 9.90118 10.55882  -0.183
C: 16.14034 10.02987 6.02583  -1.655
C: 15.41487 9.09958 7.00004  1.353
C: 16.11398 7.73922 7.07433  -0.767
O: 15.43708 9.71943 8.27186  -0.692
H: 15.94168 9.71316 4.99800  0.384
H: 17.22214 9.98009 6.16991  0.353
H: 15.80070 11.05319 6.16711  0.412
H: 14.39225 8.97089 6.62502  -0.134
H: 17.15170 7.89252 7.36239  0.344
H: 16.03859 7.23666 6.10533  0.377
H: 15.60282 7.10777 7.80340  -0.234
H: 14.74171 9.31431 8.81641  -0.150
C: 8.37830 4.07632 10.75668  -1.194
C: 9.53785 3.49394 11.52867  0.490
C: 9.78985 2.04141 11.17660  -1.236
O: 10.73951 4.25163 11.29473  0.539
H: 7.43702 3.56134 10.95071  0.534
H: 8.57742 4.11836 9.68565  0.187
H: 8.21497 5.10989 11.08191  0.067
H: 9.34276 3.54554 12.60645  0.368
H: 9.98529 1.93836 10.10305  0.228
H: 8.94666 1.39219 11.41467  0.465
H: 10.67387 1.64690 11.68263  0.176
H: 10.97399 4.15110 10.33677  0.127
C: 13.67508 2.51589 11.46231  -0.834
C: 13.28978 2.97597 12.86524  0.700
C: 14.26273 2.44463 13.89283  -1.412
O: 13.29177 4.41787 12.92793  -0.191
H: 14.70592 2.81384 11.25075  0.180
H: 13.03440 2.99302 10.71878  -0.192
H: 13.60699 1.43209 11.37205  0.571
H: 12.26630 2.64237 13.04799  0.161
H: 14.39390 1.36159 13.84206  0.402
H: 13.99745 2.71385 14.91629  0.357
H: 15.24749 2.88189 13.69966  0.184
H: 14.10122 4.69253 12.42888  0.517
C: 13.86464 4.47452 7.94085  -0.543
C: 12.41394 4.03775 7.73363  0.924
C: 12.27590 2.55262 7.57275  -1.591
O: 11.63219 4.43407 8.86619  -0.592
H: 14.26421 4.04649 8.87016  -0.068
H: 13.96295 5.55660 8.01851  -0.320
H: 14.50946 4.07986 7.15182  0.574
H: 12.05909 4.59340 6.86150  0.125
H: 12.95235 2.19234 6.79922  0.467
H: 11.25707 2.29536 7.27067  0.400
H: 12.49309 2.03545 8.50807  0.217
H: 11.75671 5.39000 9.05525  -0.436
C: 9.62933 9.18850 6.51372  -1.517
C: 10.80654 8.43368 7.09513  2.174
C: 11.42743 7.44709 6.10425  -1.335
O: 11.78244 9.39592 7.49119  -0.609
H: 8.98923 8.54109 5.91373  0.391
H: 9.96298 10.04930 5.93786  0.357
H: 9.02761 9.56706 7.34608  0.234
H: 10.47152 7.87223 7.97918  -0.792
H: 10.71557 6.66288 5.83917  0.437
H: 12.32188 7.00044 6.54051  -0.013
H: 11.72341 8.01049 5.21636  0.414
H: 12.30770 9.01253 8.21727  -0.046
C: 7.27219 8.03780 11.49278  -1.595
C: 8.41152 8.09351 10.51037  0.832
C: 8.85254 9.50772 10.20371  -0.919
O: 9.51952 7.33034 11.01805  0.002
H: 6.48433 8.72198 11.17831  0.402
H: 7.57337 8.36269 12.49686  0.303
H: 6.84804 7.03905 11.60860  0.389
H: 8.06296 7.61339 9.58462  0.202
H: 9.18038 10.02034 11.10990  0.342
H: 8.05842 10.08763 9.72705  0.545
H: 9.69751 9.51640 9.50875  -0.352
H: 10.22489 7.26048 10.33105  -0.433
C: 17.32207 6.83093 10.99014  -1.441
C: 16.71224 5.45151 10.90409  1.227
C: 17.61782 4.36763 11.41430  -1.485
O: 15.49381 5.39205 11.65626  -0.526
H: 18.20966 6.88193 10.35374  0.507
H: 17.64675 7.01902 12.01733  0.314
H: 16.63165 7.61569 10.68018  0.217
H: 16.44169 5.23297 9.86112  -0.186
H: 17.35789 3.39202 10.98515  0.370
H: 17.50195 4.22301 12.49202  0.274
H: 18.66487 4.54504 11.17614  0.410
H: 14.95293 6.19355 11.47521  -0.074

The following is a DFT calculation (the ωB97M-V functional and the def2-TZVPD basis) of the molecule C37H47N3O4.

The value obtained for the LUMO energy is 0.0003 Eh. The strongest force on any atom is 0.015 Eh/bohr.

Each line ends with the Mulliken charge.
Geometry (Å):
C: 6.25888 5.68548 1.65024  -1.111
C: 5.57396 4.35423 1.78428  0.632
O: 5.43307 3.80098 2.84990  -0.549
N: 5.07010 3.83636 0.56208  -0.362
C: 4.06498 2.77544 0.72504  -0.578
C: 2.66975 3.34967 0.92277  -0.688
C: 1.64526 2.21393 1.04504  0.338
C: 0.25987 2.60499 0.54007  -1.167
C: -0.71112 1.45858 0.66188  0.728
C: -2.01013 1.66031 1.20909  -0.861
N: -2.87923 0.70446 1.34377  -0.365
C: -2.48699 -0.54156 0.95247  -0.361
C: -3.39335 -1.62209 1.07232  0.066
C: -4.80148 -1.41174 1.55969  -1.588
C: -5.77294 -1.12217 0.39469  0.455
C: -7.16378 -1.73572 0.59087  -1.424
O: -5.87584 0.28730 0.23039  -0.359
C: -5.51578 0.76038 -1.04894  -0.465
C: -5.54130 2.26246 -1.04581  0.439
C: -5.16662 2.97486 0.08560  -0.266
C: -5.19372 4.35919 0.07734  -0.772
C: -5.57666 5.04892 -1.06222  -0.423
C: -5.93907 4.34109 -2.19584  -0.558
C: -5.92655 2.95554 -2.18332  -0.528
C: -2.96530 -2.86647 0.69728  -0.369
C: -1.67206 -3.10830 0.18188  0.609
C: -1.32933 -4.53170 -0.19544  -1.543
C: -0.52099 -5.25486 0.89854  -0.517
O: 0.63860 -5.82758 0.31029  -0.558
C: -0.77866 -2.07406 0.05267  0.457
C: 0.60020 -2.37261 -0.48760  -0.270
O: 1.61343 -1.61746 0.15893  -0.252
C: 2.89516 -2.01684 -0.15560  -0.338
C: 3.57834 -2.61309 0.89029  -0.184
C: 4.88178 -3.06314 0.75511  0.912
C: 5.60833 -3.68426 1.91561  -1.442
C: 5.47546 -2.90643 -0.48895  -1.199
C: 4.78770 -2.31685 -1.53484  -0.961
C: 3.48343 -1.84267 -1.41459  0.925
C: 2.79799 -1.19363 -2.61549  0.989
C: 3.79966 -0.71545 -3.67482  -2.082
C: 1.87717 -0.01003 -2.24517  -0.864
C: -1.18898 -0.76510 0.42640  0.212
N: -0.32361 0.27661 0.27659  -0.037
H: 5.52742 6.45763 1.42275  0.252
H: 6.98378 5.66771 0.83501  0.329
H: 6.78507 5.90464 2.57475  0.334
H: 5.84780 3.46449 0.02723  0.306
H: 4.30414 2.09069 1.54088  0.314
H: 4.06194 2.18596 -0.19402  0.410
H: 2.43570 3.99380 0.07331  0.292
H: 2.66770 3.95352 1.83270  0.330
H: 1.58064 1.91111 2.09038  0.355
H: 2.00313 1.36830 0.45995  -0.536
H: -0.12088 3.42521 1.15440  0.328
H: 0.29938 2.96231 -0.49041  0.406
H: -2.29545 2.65611 1.53506  0.390
H: -5.13649 -2.30847 2.07965  0.683
H: -4.84638 -0.56178 2.23695  0.350
H: -5.32842 -1.55128 -0.50800  0.439
H: -7.36996 -2.51042 -0.14635  0.307
H: -7.28644 -2.16272 1.58474  0.381
H: -7.92768 -0.96922 0.47077  0.342
H: -4.51883 0.39152 -1.32319  0.237
H: -6.21633 0.38903 -1.80769  0.400
H: -4.86706 2.44827 0.98014  0.557
H: -4.90538 4.91674 0.95860  0.393
H: -5.59575 6.12997 -1.06742  0.387
H: -6.23362 4.86759 -3.09340  0.379
H: -6.22258 2.40588 -3.06833  0.359
H: -3.65792 -3.69316 0.80537  0.513
H: -0.75022 -4.57166 -1.11472  0.497
H: -2.26871 -5.06070 -0.34127  0.550
H: -0.26089 -4.55559 1.69702  0.356
H: -1.14201 -6.03174 1.35349  0.372
H: 1.32702 -5.92246 0.97295  0.310
H: 0.82103 -3.43088 -0.33430  0.404
H: 0.61192 -2.20952 -1.57092  0.025
H: 3.06155 -2.72015 1.83625  0.550
H: 5.62171 -2.98785 2.75484  0.343
H: 5.12978 -4.60552 2.24460  0.297
H: 6.64387 -3.89825 1.65813  0.359
H: 6.49466 -3.24082 -0.63510  0.334
H: 5.31681 -2.22580 -2.47010  0.247
H: 2.20507 -1.96760 -3.11273  0.336
H: 4.48692 0.02242 -3.26091  0.382
H: 4.35989 -1.53126 -4.12670  0.450
H: 3.23502 -0.24387 -4.47886  0.527
H: 2.04122 0.82184 -2.92865  0.643
H: 0.82759 -0.27975 -2.36320  0.241
H: 1.99059 0.30877 -1.21612  -0.182

| no. | orbital gap (eV) |
| --- | --- |
| 1 | 8.14 |
| 2 | 8.53 |